{"formula": "C59H145N11O11", "method": "wB97M-V/def2-TZVPD", "smiles": "CC1(C)CCCC(C)(C)N1O.CC1(C)CCCC(C)(C)N1O.CC1(C)CCCC(C)(C)N1O.COC[C@H](C)N.COC[C@H](C)N.COC[C@H](C)N.COC[C@H](C)N.COC[C@H](C)N.COC[C@H](C)N.COC[C@H](C)N.COC[C@H](C)N", "homo_lumo_gap_ev": 8.982, "e_above_lowest_kcal_mol": 15.1, "e_tot_ev": -102437.9643, "species": ["C", "H", "H", "H", "H", "H", "H", "C", "H", "N", "H", "C", "C", "H", "H", "C", "N", "C", "H", "H", "C", "H", "H", "H", "H", "H", "H", "C", "H", "H", "O", "H", "H", "H", "H", "H", "C", "H", "C", "H", "H", "H", "H", "H", "C", "H", "H", "H", "C", "C", "C", "H", "H", "H", "H", "O", "H", "H", "H", "H", "H", "C", "N", "H", "H", "H", "O", "C", "H", "H", "H", "H", "H", "H", "C", "H", "O", "H", "H", "C", "H", "C", "H", "C", "C", "C", "H", "H", "N", "H", "H", "H", "C", "H", "H", "H", "H", "C", "H", "C", "H", "C", "H", "C", "H", "C", "C", "H", "H", "C", "H", "H", "C", "H", "H", "H", "H", "H", "H", "C", "H", "C", "H", "H", "C", "C", "H", "C", "H", "H", "H", "H", "H", "H", "H", "H", "O", "C", "H", "O", "O", "H", "C", "C", "H", "H", "N", "H", "C", "H", "H", "H", "H", "C", "N", "H", "C", "O", "C", "C", "H", "H", "H", "H", "H", "H", "N", "H", "H", "C", "C", "N", "H", "H", "C", "H", "H", "C", "C", "H", "H", "C", "N", "N", "H", "C", "H", "H", "H", "C", "H", "H", "O", "H", "H", "O", "H", "N", "C", "O", "H", "C", "C", "H", "H", "H", "H", "H", "H", "H", "H", "H", "C", "C", "H", "H", "H", "H", "H", "C", "H", "C", "H", "H", "H", "H"], "xyz": [[-2.4704, -3.1422, -5.7250], [-0.3043, 5.0737, -5.0811], [2.3090, 0.3905, -3.2717], [5.2762, -2.3475, -3.9173], [-4.6686, 0.5029, 2.6271], [1.2074, 4.3924, -5.6780], [-0.9007, 3.1542, -8.1968], [4.2719, 5.6434, -1.0845], [1.0287, -3.7196, 3.8858], [-0.1401, -3.5986, 5.9618], [3.0552, 0.2309, -0.7746], [-2.2628, -4.2147, -4.7760], [1.1175, 0.5334, 7.5189], [1.6283, -6.4773, 3.9876], [1.7105, -2.7975, -4.8628], [1.3398, -2.7975, -3.8286], [0.8504, -0.8405, 8.0093], [0.9806, 0.4828, -0.8240], [4.7403, 3.5300, -0.9248], [2.3607, -2.7577, 3.2266], [3.6059, -4.6837, 3.9696], [-0.2805, 2.5118, -2.1527], [1.7678, -0.0619, 1.4286], [-0.0532, 0.1660, 5.8329], [2.3204, 0.3108, -5.0842], [-0.9165, 5.3814, 1.7635], [4.0623, -3.0857, -0.3115], [-2.4044, 6.4061, -2.8723], [-1.1494, -1.4961, -7.4162], [-6.8427, -0.2991, -0.8863], [-1.8023, 2.4417, -4.3779], [3.2874, 5.5330, -0.6324], [-2.2673, 5.7928, 2.7772], [-3.5957, 4.1375, -0.2248], [0.8415, -0.5341, -0.4711], [-1.3558, 6.0860, -3.0830], [6.3113, 0.2680, -2.2986], [-1.6611, -0.1488, -0.3692], [3.5705, -4.0502, -0.6867], [-2.1382, 2.3815, 6.2339], [0.2925, 3.6327, -4.2506], [-3.2536, -7.3623, 5.5242], [-1.5909, 0.0986, -6.5205], [-4.0261, -1.7020, 3.2715], [-0.1110, 1.4886, -0.3138], [0.8803, -5.7651, 0.4761], [-1.1371, -0.7304, 3.3487], [-8.6353, 1.3501, -2.2598], [2.3490, 0.6038, 6.6203], [-0.7428, -2.4576, -2.4171], [-2.1612, 6.3287, -0.5914], [0.4041, 2.8672, 3.5383], [6.0488, 5.0891, -3.2250], [2.5454, -6.8600, 2.4788], [-2.8425, 6.0945, -3.7778], [-2.8808, 5.8074, -1.6983], [1.9783, 2.0117, 3.7870], [-2.1003, -5.0868, 6.8893], [-2.3467, 3.7583, 0.6756], [1.0054, 3.1094, -1.2365], [-3.7813, -1.1704, 5.8482], [-1.2726, -5.6699, 6.3999], [-0.0203, 1.5466, 1.1572], [0.2888, -2.3147, 2.0338], [0.7686, -3.1483, 5.8172], [0.0954, -3.9909, 1.7523], [-4.8839, -0.2045, -1.5728], [1.6846, -5.5687, -0.1567], [-6.1141, 1.1002, -3.4872], [-0.5608, -5.0190, -3.6214], [-0.1400, -3.0884, -1.7944], [-3.5960, -6.3437, 4.1085], [-8.0838, 1.7256, -3.6887], [-0.6747, -1.4054, -2.1010], [-2.7850, 5.7512, 0.7353], [3.2764, 0.3584, 7.1332], [-1.0292, 2.4894, 1.5559], [1.6343, -1.4607, 7.9433], [-0.5499, -3.0502, 6.7144], [1.8953, 3.3618, 1.4261], [-2.6582, 3.2874, -2.7349], [-0.7880, -4.1882, -4.3202], [-2.4491, -5.1955, -5.3529], [-0.1000, 0.9170, 6.6388], [-1.9197, 2.8864, -5.7330], [2.6486, 0.8690, -4.1929], [3.2528, -4.9722, 4.9935], [-1.6528, -3.0185, 4.5810], [-2.3953, -2.9156, 3.9179], [1.1934, 1.1993, 8.3294], [-2.4738, 2.1507, -6.4568], [-1.8598, -3.2322, -6.6360], [5.5564, 5.4330, 0.8933], [0.0712, 2.2425, -6.1939], [0.6507, -5.5116, 5.5991], [1.2912, -5.4371, -1.2041], [-0.6900, 3.5572, -0.8422], [-3.0625, -0.8462, 5.0731], [-1.5113, 1.9168, 4.6658], [-1.5322, 0.8678, -0.7423], [0.0247, -4.9515, 8.5655], [-1.9613, -1.7398, -5.4076], [0.9780, -6.2499, 7.9115], [-2.9648, -0.9481, -4.3793], [-3.5136, -3.0435, -6.0404], [2.2395, 0.8975, 1.2311], [1.6579, -3.5555, 2.9875], [3.5147, 4.5333, -3.4935], [3.9529, 2.9710, -3.0846], [0.6784, -5.2286, 7.7537], [-1.0562, 0.7645, 7.2121], [-5.3096, -1.3143, -0.0071], [2.3227, 0.9398, -0.3380], [-2.5431, 7.4400, -2.7486], [-2.0410, -0.8860, 5.4630], [3.9847, -3.6383, 3.9598], [-3.5977, -1.0059, -0.3897], [2.3908, 1.6383, 6.2090], [-5.2148, 2.1563, -1.3804], [1.0608, 2.0441, 3.2077], [-3.9957, -1.1953, -4.7002], [2.5027, -4.3598, 0.3369], [2.6850, 1.8741, -0.7779], [-2.8509, -1.2492, -3.3405], [0.8105, -3.1837, 1.7619], [-3.0228, -1.5652, 3.7500], [4.4418, -5.3503, 3.7854], [0.1984, 4.1146, -5.2290], [-6.5683, -1.1204, -2.4912], [-1.2497, 3.6002, 5.2659], [0.4405, 1.2055, 3.5323], [6.2507, 5.9197, 1.5612], [1.8003, -1.9321, -3.2992], [6.5098, -0.1091, -1.2814], [6.2629, -2.4076, -2.5404], [-0.8329, -0.0538, -3.9945], [-0.1408, 2.2118, 6.1466], [1.2885, 1.9968, 1.7059], [-6.0863, 3.2036, -2.4656], [-1.8333, -5.9371, 5.0921], [4.1466, -5.7298, 1.2822], [4.1700, 6.3154, -1.8943], [1.6802, -3.1254, 0.5735], [6.0430, 4.4398, -2.3279], [0.7596, -0.8279, 9.0093], [-4.5371, -2.2665, -1.4107], [3.2599, -4.6554, 1.5868], [6.1880, 1.3551, -2.2698], [-6.2031, 2.3507, -1.7992], [4.9820, -5.2922, 0.9755], [2.4247, -2.3288, 0.7271], [-3.1250, 0.2316, 5.0965], [-2.3299, 7.4168, -0.4618], [2.5731, -4.7913, 2.9058], [-0.5457, 3.8409, -7.4918], [1.1360, 4.1269, 1.5087], [-1.8786, -0.9385, -6.6788], [4.0497, 1.1625, -4.1881], [-2.9552, 2.5689, -3.5390], [-0.5112, 3.1758, -6.1676], [-3.7447, 6.3924, 0.8433], [-3.8593, 3.0057, -4.0543], [-1.9907, -3.3564, 3.0934], [-2.8632, -0.9244, -7.1441], [2.0989, 1.8056, -4.2468], [2.3415, 3.5561, 0.4792], [-3.1607, 4.3636, 0.6425], [2.2802, -6.5150, -0.2228], [4.4303, -0.7554, -2.3174], [-3.7856, 0.8464, 2.0247], [5.3151, -0.5893, -2.9532], [-8.0165, 1.0237, -2.9948], [6.7660, 4.7427, -1.6218], [-1.6359, 1.9624, 2.1157], [4.8196, -0.0443, -4.2784], [-3.8517, 1.9168, 1.9058], [-3.8435, -5.5994, 5.6643], [-0.0018, 2.7703, -1.1503], [4.6561, 4.2810, -1.6999], [5.6918, 0.1497, -4.9435], [-2.3365, 1.5255, -0.3683], [-4.5470, -1.3314, -0.8281], [-0.5526, -1.8137, -4.9021], [5.9368, -1.8415, -3.3559], [-3.7858, 0.3381, 1.0309], [1.8538, -6.1513, 2.9854], [0.8810, -6.2277, 2.4585], [0.8892, 0.4139, -1.8812], [7.1995, 0.0575, -2.8446], [-1.3588, 2.5147, 5.5484], [1.6223, -4.7207, 7.8182], [2.6483, 3.6152, 2.2244], [-0.1405, -0.4829, -4.5543], [-0.2267, -4.3742, -5.2944], [-2.5016, 3.8565, -5.7532], [-2.5821, 0.5968, 2.7052], [3.0662, -3.8829, -1.6453], [3.6360, 3.8779, -2.6897], [-0.1933, -2.7851, -3.8577], [5.2926, 6.1741, -0.2304], [-1.1556, 6.0213, -0.6713], [-3.1947, -6.3284, 5.1363], [-6.2790, -0.2245, -1.8259], [-1.4040, 7.0198, 1.7324], [4.2215, -4.9041, -0.7194], [6.4865, 3.4590, -2.7428], [-2.9399, -4.1401, -3.9120], [-2.9628, 0.1499, -4.4377], [0.4091, 4.0092, -7.8052], [-1.7937, -2.7820, -2.4350], [4.2952, -0.8487, -4.8682], [3.1709, 0.9481, 1.7130], [-2.1557, -0.7533, 2.8552], [-6.6464, 1.0630, -2.5914], [2.1899, -0.0458, 5.7509], [1.7002, -3.7263, -3.3204], [-1.4993, 0.7151, -1.8253], [-3.2141, 1.5882, -3.1334], [4.6457, 5.1819, 1.4263], [0.0273, -5.0271, 6.3243], [-1.1100, -6.5938, 6.9473], [-1.7848, 6.0163, 1.8192], [-2.0951, -1.2736, 1.8423], [-6.9600, 2.5625, -1.0584], [1.1882, -2.8674, -0.3350], [6.0446, 4.3924, 0.7249]], "forces_ev_per_a": [[0.042, 2.416, -2.268], [-0.316, -0.144, -0.167], [0.251, -0.309, -0.154], [-0.089, -0.667, 0.083], [0.600, 0.203, -0.533], [-0.993, -0.554, 0.757], [0.205, 0.803, 0.725], [0.589, -1.444, 0.448], [0.103, 0.255, -0.604], [0.824, 0.020, -0.103], [-0.002, -0.006, 0.737], [0.769, -2.008, 0.976], [-0.332, -0.785, -1.718], [0.274, -0.091, 0.472], [-0.016, -0.052, 0.264], [0.522, -0.690, 0.322], [-0.164, 0.251, 0.220], [-0.859, 1.222, 0.920], [-0.367, -0.352, 0.169], [-0.198, 0.463, -0.063], [0.947, 0.405, 1.336], [-0.263, -0.204, -0.677], [0.104, -0.229, 0.477], [-0.372, 0.110, -0.167], [0.374, -0.180, 0.364], [0.269, -0.583, -0.311], [-0.171, -1.388, -0.861], [1.695, -1.097, 0.297], [-1.258, 1.347, 1.342], [0.014, 0.026, 0.031], [-0.808, -0.511, -0.628], [-0.046, 0.178, 0.626], [0.294, 0.450, 0.083], [-0.579, 0.249, -0.721], [-0.424, -0.127, 0.395], [-0.136, 0.719, 0.592], [1.011, 0.351, 1.366], [0.048, 0.062, 0.564], [-0.296, 1.803, 0.360], [-1.509, -0.153, 1.058], [0.376, 0.242, -0.156], [-0.346, 0.460, 0.208], [0.319, -0.180, 0.030], [0.619, 0.065, 0.554], [-1.235, -2.037, -1.318], [-1.471, -0.294, 0.920], [-0.893, 0.194, -0.847], [0.003, -0.196, 0.205], [-0.453, 0.864, -0.283], [-0.369, -0.235, -1.670], [-2.495, -0.380, 1.243], [0.822, 0.157, -0.457], [-0.167, 0.083, 0.659], [-0.556, 0.080, 0.613], [-1.565, -0.678, -0.719], [-0.249, -0.182, 0.037], [0.158, 0.217, -0.009], [1.169, -0.099, 0.278], [0.219, 0.082, 0.300], [0.715, 0.640, 0.194], [0.413, -0.393, -0.532], [-3.199, -0.899, -1.037], [-0.405, 1.316, -0.965], [-0.725, 1.471, -0.125], [-0.285, -0.289, 0.025], [-0.694, -0.296, -0.684], [-1.025, 0.216, -0.997], [1.097, -0.451, -1.907], [1.278, -0.393, -1.505], [0.046, 0.692, -0.196], [-0.075, -0.258, 0.796], [0.465, -0.010, 0.276], [-0.545, 0.658, -1.053], [0.147, -0.459, -0.269], [-0.953, 1.229, -2.041], [0.048, -0.015, -0.010], [0.145, 0.165, 0.122], [0.699, -0.110, -0.791], [-0.113, -0.291, 0.156], [-0.029, 1.138, 0.656], [-0.486, -0.655, -0.319], [1.295, 0.218, -1.543], [0.154, 1.210, 1.287], [-0.899, -1.162, 0.924], [-1.338, 0.248, 0.001], [-0.260, 0.496, -0.249], [-0.069, 0.497, -0.822], [0.313, 0.511, 0.895], [-1.086, 0.087, -0.552], [0.215, 0.986, 1.099], [0.934, 0.958, 1.387], [-0.348, -1.245, -0.052], [0.545, -2.750, 0.636], [-0.196, -0.066, 0.042], [0.255, -0.184, -0.532], [0.274, 0.247, 0.938], [0.160, 0.064, 0.254], [0.259, 0.020, 1.653], [-0.283, -0.272, -0.520], [1.418, 0.311, 0.891], [-0.280, 0.341, 0.170], [-0.240, 1.603, 2.687], [-0.226, -0.755, -0.038], [-0.065, -0.774, -1.297], [0.074, -0.055, -0.052], [-1.009, 0.041, -1.797], [0.232, -0.175, 0.966], [0.497, -0.561, 1.094], [-0.448, 0.792, 0.119], [0.180, -0.085, -1.364], [0.733, -0.315, -0.237], [0.718, -0.997, -0.221], [1.315, -0.861, 0.167], [0.340, 1.677, -0.316], [0.004, -0.718, 0.409], [-0.016, -0.705, 0.304], [0.153, -1.123, -0.080], [0.237, -0.637, 0.320], [-0.154, 0.107, 0.363], [-0.939, -0.812, 0.884], [0.399, -0.118, 0.255], [0.210, -1.357, 0.464], [-0.448, 0.234, 0.316], [-0.017, -0.015, -0.018], [0.634, -2.159, 1.830], [-0.186, -1.294, -0.030], [0.149, -0.122, -0.204], [1.247, 0.470, 0.141], [0.389, 1.098, 0.962], [-0.519, -1.067, 0.121], [0.259, -0.527, -0.101], [0.039, 0.623, -0.005], [-0.579, -0.460, -0.314], [-0.117, 0.330, -0.137], [-0.595, 0.571, -1.085], [0.370, -0.514, -0.429], [1.559, 0.179, 0.506], [0.084, -0.440, 0.600], [-0.255, 0.080, -0.097], [0.409, 0.152, 0.287], [0.859, 0.028, 0.435], [-0.008, 1.007, -0.798], [1.026, 0.804, -0.150], [0.388, -2.031, -1.878], [-0.635, 0.281, 0.484], [0.085, 0.210, 0.275], [0.392, 0.988, -0.341], [-0.548, -0.327, -0.031], [0.002, -1.225, -0.826], [-1.148, -0.475, 0.776], [-0.188, 0.074, 0.076], [-0.733, 0.442, -0.989], [0.616, -0.225, -0.618], [-1.067, -0.647, -1.900], [-0.398, -1.336, -0.929], [-0.426, 0.257, 0.215], [0.671, -0.966, -1.792], [-0.330, -1.142, -0.171], [-0.088, 1.150, -0.022], [0.551, 0.459, -1.099], [1.352, -1.075, 0.295], [0.944, -0.466, 0.217], [-0.630, 0.459, -0.305], [-0.151, -0.009, -0.180], [0.151, 0.328, 0.093], [0.500, -0.321, -0.872], [0.329, -0.504, 0.855], [-0.185, 0.921, 0.267], [0.040, 0.087, 0.056], [-0.869, -1.172, -0.026], [-1.825, -0.531, -0.869], [-0.843, -0.185, 0.471], [0.797, 0.772, 0.787], [0.399, -0.175, -0.158], [0.300, 0.421, -1.450], [-0.096, 0.357, -0.207], [0.458, -0.431, 0.193], [-0.241, -0.209, 0.589], [0.535, 1.081, -1.294], [-0.270, 0.239, 0.620], [0.193, -0.378, -0.607], [-0.148, 0.970, 1.361], [-1.017, 0.464, -0.259], [0.885, -0.629, 1.260], [-0.135, 0.466, 0.694], [-0.100, -0.437, -1.106], [0.563, 0.404, 0.145], [0.030, 0.189, -1.068], [1.133, 0.179, -0.474], [1.443, 1.947, -1.174], [0.326, 0.790, 0.075], [-0.609, -0.439, -0.765], [-0.176, -0.293, 0.337], [-0.319, -0.146, 1.185], [0.470, -0.867, -0.057], [0.693, 0.056, 0.287], [0.450, 0.065, 0.039], [0.104, -0.561, -0.188], [-0.907, 0.254, 0.820], [-0.556, 0.493, -1.065], [1.573, 0.003, -0.123], [0.046, -0.126, -0.514], [-0.187, -0.017, -1.826], [-0.108, 0.598, 0.377], [0.463, 0.031, -0.591], [-1.010, 1.093, 0.630], [0.003, -0.182, -0.244], [0.596, -0.382, -0.148], [-0.111, 0.102, 0.213], [0.292, 0.128, 0.597], [-0.145, 0.725, 0.739], [1.378, 0.186, 0.624], [1.066, 0.054, -1.282], [0.586, 0.415, 2.291], [0.192, -0.112, 0.185], [-0.247, 0.617, -0.357], [-0.339, 0.568, 0.020], [-0.088, 0.246, 0.151], [-0.386, 0.138, 0.378], [0.901, 2.102, 2.081], [-0.451, -0.506, 0.090], [-0.686, -0.383, 0.763], [0.177, 0.727, 0.928], [0.027, 0.215, 0.507], [-0.631, 0.153, -0.721], [-0.566, 1.419, -0.280]]}